Molecular formula: C14H11F3N4O6S
Method: DFT, wB97M-V/def2-TZVPD

Geometry as ORCA input:
```
! wB97M-V def2-TZVPD RIJCOSX def2/J DEFGRID3
* xyz 0 1
C 2.96 -2.55 -0.55
C 1.92 -2.08 0.41
C 0.74 -2.82 0.58
C -0.24 -2.40 1.46
C -0.05 -1.24 2.22
N -1.01 -0.89 3.22
C 1.13 -0.50 2.08
C 2.09 -0.92 1.16
H 3.76 -1.82 -0.65
H 3.41 -3.50 -0.23
H 2.53 -2.73 -1.54
H 0.60 -3.74 0.01
H -1.16 -2.98 1.61
H -0.71 -1.25 4.14
H -1.91 -1.32 3.00
H 1.28 0.39 2.68
H 3.01 -0.33 1.03
O 1.79 0.34 6.77
S 0.47 0.12 6.24
O 0.14 -1.17 5.64
C -0.78 0.32 7.64
F -0.61 -0.69 8.50
F -0.62 1.49 8.28
F -2.04 0.26 7.13
C 0.09 1.48 5.10
C -0.78 1.37 4.01
C -1.01 2.52 3.26
N -1.74 2.64 2.08
O -2.42 1.87 1.42
O -1.62 4.00 1.71
N -0.82 4.69 2.58
C -0.44 3.77 3.52
C 0.45 3.87 4.65
N 1.10 5.09 5.05
O 0.88 6.16 4.44
O 1.89 5.03 6.02
C 0.71 2.70 5.40
H -1.32 0.46 3.66
H 1.40 2.75 6.25
*
```

=====

Molecular formula: C74H87BBr2F3N3O7S
Method: DFT, wB97M-V/def2-TZVPD

Geometry as ORCA input:
```
! wB97M-V def2-TZVPD RIJCOSX def2/J DEFGRID3
* xyz 0 1
C 2.96 3.55 -0.19
B 1.93 2.67 -1.18
O 2.01 3.09 -2.59
C 0.86 1.52 -0.58
C 0.29 2.16 0.79
C -0.45 3.55 0.95
O 0.00 4.77 0.29
C -2.12 3.57 0.78
F -2.73 2.23 0.67
F -2.54 4.51 -0.32
F -2.74 4.18 2.02
C 1.83 0.25 -0.09
N 1.53 -0.38 1.20
C 0.40 -1.18 1.56
C -0.40 -0.82 3.00
O -0.18 -2.27 0.99
C 2.49 -0.21 2.33
C 2.88 -1.53 3.29
O 3.10 0.91 2.75
C 2.43 -0.71 -1.33
C 3.90 -0.16 -1.90
N 3.84 0.70 -3.13
C 2.91 -2.22 -0.77
Br 4.64 -2.14 0.32
C 2.87 -3.45 -1.83
C 3.48 -3.29 -3.31
Br 1.04 -4.35 -1.97
O 1.48 -1.08 -2.34
S 0.52 0.06 -3.07
O 1.11 0.80 -4.27
O -0.57 -0.86 -3.79
C -0.31 1.10 -1.72
C -1.14 2.41 -2.23
C -1.27 2.72 -3.82
N -1.93 1.70 -4.69
C -1.36 -0.03 -1.08
C -2.83 -0.16 -1.73
C -3.34 -1.69 -2.11
C -4.44 -1.82 -3.36
C -5.11 -3.22 -3.86
C -4.70 -4.62 -3.11
C -3.59 -4.52 -1.87
C -2.92 -3.07 -1.36
H 3.15 3.03 0.84
H 4.01 3.53 -0.76
H 2.66 4.68 -0.13
H 2.95 3.33 -2.87
H -0.43 1.40 1.38
H 1.24 2.21 1.52
H -0.34 3.82 2.12
H 0.76 5.20 0.81
H 2.85 0.83 0.18
H -0.28 -1.68 3.79
H -1.56 -0.65 2.77
H -0.02 0.17 3.48
H 2.95 -2.53 2.69
H 3.85 -1.29 3.93
H 2.02 -1.67 4.11
H 4.61 -1.05 -2.28
H 4.53 0.41 -1.10
H 4.10 0.17 -3.99
H 4.41 1.59 -3.04
H 2.17 -2.63 0.08
H 3.51 -4.31 -1.31
H 4.60 -3.62 -3.46
H 2.84 -3.97 -4.05
H 3.39 -2.19 -3.76
H -2.27 2.46 -1.83
H -0.75 3.46 -1.80
H -0.19 3.06 -4.19
H -1.92 3.72 -3.91
H -1.56 1.67 -5.67
H -2.98 1.81 -4.68
H -0.87 -1.11 -1.21
H -1.52 0.09 0.07
H -3.62 0.22 -0.91
H -3.06 0.48 -2.68
H -4.78 -0.81 -3.88
H -5.91 -3.18 -4.74
H -5.21 -5.60 -3.47
H -3.32 -5.56 -1.36
H -2.18 -3.07 -0.46
C 6.84 5.36 -3.70
C 7.57 6.35 -3.04
C 6.92 7.28 -2.23
C 5.53 7.21 -2.07
C 4.80 6.21 -2.72
C 5.46 5.29 -3.54
H 7.35 4.64 -4.33
H 8.65 6.40 -3.17
H 7.49 8.05 -1.73
H 5.02 7.93 -1.43
H 3.73 6.16 -2.59
H 4.89 4.52 -4.05
C 5.51 -2.18 8.54
C 4.26 -2.72 8.84
C 3.13 -2.31 8.12
C 3.26 -1.37 7.10
C 4.52 -0.84 6.80
C 5.64 -1.24 7.52
H 6.39 -2.50 9.10
H 4.16 -3.45 9.64
H 2.16 -2.72 8.36
H 2.39 -1.06 6.54
H 4.62 -0.11 6.00
H 6.61 -0.82 7.29
C 3.28 4.66 7.48
C 4.45 4.78 6.73
C 4.66 3.96 5.62
C 3.69 3.03 5.25
C 2.52 2.91 6.00
C 2.32 3.72 7.12
H 3.13 5.30 8.35
H 5.20 5.52 7.01
H 5.57 4.05 5.04
H 3.85 2.39 4.39
H 1.76 2.18 5.72
H 1.41 3.62 7.70
C 2.81 3.86 -6.55
C 1.56 3.32 -6.25
C 0.43 3.73 -6.97
C 0.56 4.67 -8.00
C 1.82 5.20 -8.30
C 2.94 4.80 -7.58
H 3.69 3.54 -5.99
H 1.46 2.59 -5.46
H -0.54 3.32 -6.73
H -0.31 4.98 -8.56
H 1.92 5.93 -9.10
H 3.91 5.22 -7.81
C -0.14 -8.75 2.16
C -0.51 -7.41 2.04
C -0.18 -6.69 0.89
C 0.51 -7.32 -0.15
C 0.88 -8.66 -0.03
C 0.55 -9.37 1.12
H -0.39 -9.30 3.05
H -1.05 -6.92 2.84
H -0.46 -5.64 0.80
H 0.77 -6.76 -1.05
H 1.41 -9.15 -0.84
H 0.84 -10.41 1.21
C -6.66 -7.80 -1.62
C -6.76 -9.13 -1.21
C -8.02 -9.72 -1.05
C -9.17 -8.98 -1.31
C -9.07 -7.65 -1.73
C -7.81 -7.06 -1.88
H -5.68 -7.35 -1.75
H -5.86 -9.71 -1.01
H -8.10 -10.75 -0.72
H -10.15 -9.43 -1.19
H -9.96 -7.07 -1.94
H -7.73 -6.03 -2.20
C -7.62 -2.14 -8.15
C -8.99 -2.17 -8.44
C -9.91 -1.81 -7.46
C -9.48 -1.41 -6.19
C -8.11 -1.38 -5.91
C -7.18 -1.75 -6.88
H -6.90 -2.43 -8.91
H -9.33 -2.47 -9.42
H -10.98 -1.83 -7.68
H -10.20 -1.13 -5.43
H -7.77 -1.07 -4.92
H -6.12 -1.73 -6.66
C -1.18 5.40 11.85
C -2.19 4.57 11.35
C -2.28 4.33 9.98
C -1.37 4.92 9.10
C -0.36 5.75 9.60
C -0.28 6.00 10.97
H -1.11 5.59 12.91
H -2.89 4.10 12.03
H -3.06 3.68 9.59
H -1.44 4.73 8.04
H 0.35 6.21 8.92
H 0.50 6.65 11.35
*
```

=====

Molecular formula: C16H22Ca2N4O12
Method: DFT, wB97M-V/def2-TZVPD

Geometry as ORCA input:
```
! wB97M-V def2-TZVPD RIJCOSX def2/J DEFGRID3
* xyz 2 1
Ca 0.22 -0.25 -4.65
Ca 2.94 -2.51 -2.40
N -0.10 -0.83 -1.26
O -0.61 -0.53 -0.21
O -0.59 -0.34 -2.34
O 0.95 -1.51 -1.32
N -0.09 -3.68 -3.96
O -0.39 -2.47 -4.36
O -0.90 -4.55 -4.04
O 1.07 -3.82 -3.50
C 0.45 -3.78 1.06
C 1.52 -3.39 2.06
C 1.03 -2.64 3.31
O 1.78 -3.27 4.35
C 2.31 -4.42 3.93
O 2.87 -5.25 4.56
O 2.23 -4.47 2.55
H -0.04 -4.68 1.44
H 0.97 -4.14 0.17
H -0.27 -2.98 0.88
H 2.06 -2.63 1.46
H -0.06 -2.60 3.40
H 1.40 -1.62 3.29
C 4.20 2.92 1.06
C 4.13 2.97 -0.45
C 5.40 2.55 -1.22
O 5.06 1.23 -1.71
C 3.82 0.94 -1.44
O 3.27 -0.09 -1.79
O 3.18 1.93 -0.85
H 4.85 2.11 1.41
H 3.21 2.77 1.49
H 4.55 3.86 1.49
H 3.82 3.95 -0.81
H 6.31 2.49 -0.64
H 5.44 3.23 -2.07
N -5.92 -0.14 2.38
C -6.05 1.05 1.73
C -4.83 1.44 1.23
C -3.92 0.42 1.59
C -4.60 -0.51 2.35
H -6.54 -0.52 3.08
H -7.03 1.51 1.68
H -4.74 2.33 0.63
H -2.87 0.39 1.37
H -4.19 -1.20 3.07
N -2.03 2.22 -1.23
C -1.58 3.51 -1.30
C -2.43 4.25 -2.12
C -3.51 3.36 -2.37
C -3.18 2.10 -1.96
H -1.49 1.45 -0.87
H -0.70 3.82 -0.76
H -2.38 5.31 -2.33
H -4.43 3.56 -2.90
H -3.57 1.12 -2.16
*
```

=====

Molecular formula: C20H15AuBO4
Method: DFT, wB97M-V/def2-TZVPD

Geometry as ORCA input:
```
! wB97M-V def2-TZVPD RIJCOSX def2/J DEFGRID3
* xyz -1 1
Au 1.88 -1.30 1.70
O 2.77 0.13 2.94
O 3.26 1.38 2.42
O 0.55 -4.04 1.30
B 0.98 -2.80 0.74
O 0.59 -2.84 -0.64
C -0.03 -4.03 -0.87
C -0.57 -4.51 -2.03
C -1.15 -5.79 -1.98
C -1.17 -6.52 -0.80
C -0.61 -6.01 0.38
C -0.05 -4.76 0.31
H -0.55 -3.93 -2.95
H -1.59 -6.21 -2.88
H -1.63 -7.50 -0.79
H -0.62 -6.57 1.30
C -3.96 2.91 -1.02
C -2.87 3.59 -0.49
C -1.68 2.93 -0.24
C -1.55 1.57 -0.52
C -2.65 0.89 -1.05
C -3.84 1.56 -1.30
C -0.30 0.83 -0.28
C 0.78 1.37 0.24
C 1.78 2.12 0.62
C 2.21 2.26 2.07
C 2.80 3.63 2.32
C 3.32 4.36 1.34
C 3.26 3.92 -0.05
C 2.54 2.85 -0.40
H -4.89 3.43 -1.22
H -2.95 4.65 -0.26
H -0.83 3.46 0.18
H -2.56 -0.16 -1.27
H -4.68 1.02 -1.72
H -0.30 -0.23 -0.52
H 1.37 2.07 2.74
H 2.87 3.94 3.36
H 3.81 5.30 1.56
H 3.79 4.49 -0.81
H 2.45 2.53 -1.43
*
```

=====

Molecular formula: C32H93N16O5P5
Method: DFT, wB97M-V/def2-TZVPD

For the relative energy (zero: lowest compared OMol25 entry of this formula, charge and spin), the calculation gives 35.3 kJ/mol.

Geometry as ORCA input:
```
! wB97M-V def2-TZVPD RIJCOSX def2/J DEFGRID3
* xyz 0 1
C 1.68 0.61 -0.42
C 3.07 0.95 -0.03
N 4.21 1.12 0.06
H 1.52 -0.44 -0.11
H 1.57 0.63 -1.56
H 0.98 1.25 0.08
O -5.38 1.40 -0.21
P -4.28 1.02 0.71
N -4.93 0.09 1.93
C -4.15 -0.40 3.06
C -6.29 -0.39 1.98
N -3.61 2.36 1.42
C -4.50 3.41 1.79
C -2.43 2.31 2.25
N -2.87 0.24 0.29
C -1.92 1.00 -0.54
C -3.14 -1.11 -0.16
H -3.10 -0.09 2.95
H -4.14 -1.52 3.00
H -4.70 -0.12 3.95
H -6.87 -0.10 1.17
H -6.77 0.08 2.79
H -6.32 -1.42 2.12
H -4.85 3.29 2.77
H -3.91 4.35 1.91
H -5.33 3.45 1.05
H -1.82 3.15 2.07
H -2.66 2.28 3.28
H -1.71 1.52 2.12
H -0.97 0.56 -0.59
H -2.30 1.25 -1.53
H -1.72 1.94 -0.04
H -3.10 -1.35 -1.28
H -4.15 -1.46 0.17
H -2.34 -1.75 0.28
O 0.79 3.49 1.15
P 1.57 4.67 1.63
N 0.61 5.97 2.12
C -0.47 5.73 3.01
C 0.60 7.29 1.56
N 2.61 5.20 0.51
C 2.39 5.01 -0.92
C 4.05 5.43 0.75
N 2.43 4.32 2.99
C 3.12 3.04 3.07
C 2.89 5.25 4.02
H -0.45 4.84 3.50
H -1.41 5.81 2.43
H -0.47 6.56 3.73
H 0.95 8.10 2.26
H -0.39 7.60 1.21
H 1.17 7.28 0.67
H 2.32 5.99 -1.45
H 3.21 4.46 -1.36
H 1.44 4.54 -0.97
H 4.30 5.15 1.75
H 4.54 4.79 0.05
H 4.23 6.49 0.65
H 2.83 2.59 4.04
H 2.63 2.33 2.39
H 4.24 3.02 2.89
H 2.27 6.12 3.97
H 4.01 5.49 3.96
H 2.73 4.81 5.03
O 1.64 -0.30 2.38
P 1.25 -0.94 3.68
N 0.57 0.20 4.72
C 0.23 -0.12 6.04
C 0.18 1.43 4.23
N 2.50 -1.57 4.58
C 3.26 -2.58 3.88
C 3.37 -0.59 5.28
N 0.20 -2.15 3.43
C -1.02 -1.85 2.64
C 0.01 -3.30 4.36
H 0.55 -1.13 6.25
H -0.84 0.01 6.17
H 0.68 0.56 6.74
H 0.59 2.28 4.82
H -0.95 1.53 4.23
H 0.52 1.60 3.20
H 2.67 -3.21 3.23
H 4.08 -2.13 3.38
H 3.68 -3.14 4.71
H 4.10 -0.02 4.69
H 2.75 0.09 5.87
H 3.92 -1.24 5.94
H -1.88 -1.77 3.35
H -1.01 -0.86 2.21
H -1.24 -2.66 1.96
H 0.06 -4.22 3.79
H -0.90 -3.24 4.94
H 0.82 -3.34 5.06
O -0.61 -1.97 -4.47
P -1.38 -1.25 -5.54
N -1.31 0.40 -5.23
C -1.67 1.30 -6.30
C -0.28 0.77 -4.30
N -2.96 -1.73 -5.58
C -4.04 -1.00 -4.95
C -3.16 -3.15 -5.55
N -0.83 -1.77 -7.01
C -1.50 -1.61 -8.29
C 0.55 -2.12 -7.08
H -2.53 0.94 -6.88
H -0.89 1.47 -7.09
H -1.88 2.26 -5.77
H 0.67 1.10 -4.79
H -0.16 -0.07 -3.62
H -0.65 1.67 -3.76
H -4.93 -1.40 -5.34
H -4.05 -1.13 -3.87
H -4.03 0.05 -5.22
H -4.06 -3.38 -6.17
H -2.31 -3.77 -5.89
H -3.36 -3.51 -4.52
H -2.49 -1.22 -8.11
H -0.88 -0.95 -8.92
H -1.58 -2.52 -8.81
H 1.14 -1.34 -7.55
H 0.76 -3.09 -7.57
H 0.91 -2.40 -6.09
O 2.74 -5.83 -0.77
P 2.16 -4.58 -1.27
N 0.53 -4.76 -1.21
C -0.28 -3.77 -1.81
C -0.10 -5.70 -0.30
N 2.74 -4.34 -2.82
C 2.61 -3.08 -3.49
C 3.16 -5.45 -3.64
N 2.51 -3.16 -0.56
C 3.96 -2.87 -0.59
C 2.04 -3.07 0.81
H 0.19 -3.31 -2.66
H -0.56 -2.91 -1.10
H -1.21 -4.13 -2.22
H -0.13 -5.25 0.69
H 0.41 -6.63 -0.29
H -1.12 -5.76 -0.61
H 3.64 -2.80 -3.93
H 1.96 -3.08 -4.32
H 2.22 -2.33 -2.78
H 4.11 -5.19 -4.13
H 3.39 -6.46 -3.11
H 2.34 -5.66 -4.36
H 4.08 -1.97 -0.01
H 4.68 -3.60 -0.19
H 4.29 -2.61 -1.62
H 0.99 -2.99 0.82
H 2.50 -2.16 1.16
H 2.35 -3.91 1.46
*
```

=====

| no. | HOMO-LUMO gap (Eh) |
| --- | --- |
| 1 | 0.24032 |
| 2 | 0.24338 |
| 3 | 0.08159 |
| 4 | 0.27393 |
| 5 | 0.31984 |